A 2-piece molecular cluster, C20H36N5 overall, computed with wB97M-V/def2-TZVPD.

The value obtained for the LUMO energy is -2.678 eV. Its largest force on an atom is 1.41 eV/A. As for the gap between HOMO and LUMO: 0.3275 Ha. As for the total energy: -28767.867 eV.

ORCA input file:
```
! wB97M-V def2-TZVPD RIJCOSX def2/J DEFGRID3
* xyz 1 1
N 2.31766 1.46213 -2.53299
N -0.45068 -0.39232 2.68694
N -0.94953 -2.27022 3.70673
N -2.74249 -0.90268 2.97382
N 0.41117 -2.14376 3.66198
C 0.67462 -1.00963 2.99857
C -0.40845 2.12428 0.95715
C -1.44215 -1.16368 3.11643
C 2.43029 -0.88730 1.21460
C 2.08875 -2.29266 0.69701
C 2.31589 2.29570 -4.77808
C -1.81338 2.72065 0.96312
C 3.68867 2.12840 -4.86286
C 0.05831 -1.87597 -0.77829
C -1.62787 -0.17180 -1.84247
C 4.36626 1.62291 -3.76486
C 2.04565 -0.57374 2.67764
C -0.16834 -0.61557 -1.59903
C -2.72065 -0.94132 -1.10431
C -3.53431 0.83062 0.56206
C 3.63657 1.30667 -2.62963
C 1.68115 1.94982 -3.59529
C -2.83751 -0.52236 0.36850
C 1.55984 -2.23539 -0.73361
C -2.88061 1.79774 1.55689
H -1.79786 3.65106 1.52456
H -3.67616 -0.71252 -1.57595
H 1.76861 -3.16407 -1.25517
H -3.43619 -1.27304 3.59589
H -1.84319 -0.48924 0.81393
H -3.41618 -1.29102 0.88441
H 1.74643 2.68699 -5.60941
H 1.33075 -2.76884 1.31454
H -3.01895 -0.23155 2.27639
H -3.62220 1.34123 -0.39478
H 3.50562 -0.74914 1.14968
H 0.60707 2.06782 -3.49075
H 2.10077 -1.44587 -1.25355
H -1.42795 -3.04857 4.12759
H 2.07554 0.50222 2.81624
H 0.22621 2.56236 0.19198
H -1.83119 -0.17632 -2.91015
H 5.43721 1.47683 -3.78547
H -2.42711 1.24425 2.38400
H -0.43270 1.05048 0.78400
H 2.97721 -2.91987 0.72180
H 0.07187 2.26916 1.92285
H -2.60074 -2.01741 -1.19873
H -4.55411 0.65175 0.89679
H -2.10938 2.97729 -0.05313
H -3.65878 2.42198 1.98962
H 1.98939 -0.12900 0.57257
H 0.29965 -0.79714 -2.56432
H 1.05229 -2.81896 4.04412
H 4.13383 0.90779 -1.75107
H -0.30454 -1.75135 0.24130
H -1.72471 0.86837 -1.53281
H -0.48574 -2.69529 -1.24143
H 4.22115 2.38781 -5.76822
H 2.73616 -1.03796 3.37766
H 0.38905 0.20925 -1.16498
*
```

C17H19NSTi as an isolated structure, computed with wB97M-V/def2-TZVPD.

The value obtained for the LUMO energy (alpha / beta) is -0.341 / -0.319 eV. Its largest force on an atom is 2.52 eV/A. Its expectation value of S² is 2.0080. Its relative energy (zero: lowest compared OMol25 entry of this formula, charge and spin) is 0.0 kcal per mole. As for the gap between HOMO and LUMO (alpha / beta): 0.2148 / 0.2857 Ha. As for the total energy: -53373.248 eV.

ORCA input file:
```
! wB97M-V def2-TZVPD RIJCOSX def2/J DEFGRID3
* xyz 0 3
Ti -0.94599 0.11727 0.03426
S 0.68667 -3.84015 -0.13737
N 1.13573 0.14577 0.06761
C -3.37902 1.99066 -0.62539
C -3.56200 -0.52878 -0.13009
C 2.09649 1.11902 0.09353
C -1.96196 1.96264 -0.08127
C 3.83670 -0.51003 -0.29197
C -4.00710 0.62814 -0.98799
C -0.84679 -1.85187 0.51769
C -3.71419 0.68276 2.11718
C 3.44690 0.82282 -0.09975
C 1.52973 -1.18506 -0.00275
C -1.67682 -3.00821 0.52635
C -3.36698 -0.47162 1.21159
C -1.55978 1.79913 1.30143
C 2.87610 -1.49196 -0.19468
C -2.59702 1.71427 2.38392
C -1.00793 -4.14745 0.09571
C 0.47382 -2.14288 0.15199
H -2.72848 -2.99264 0.82015
H -3.09007 2.69417 2.46727
H -1.42834 -5.13260 -0.11252
H -3.63002 -1.51238 -0.62831
H -3.32909 2.60460 -1.53595
H 4.17300 1.63034 -0.15710
H -1.20027 -0.08569 -1.55420
H -0.66564 2.35582 1.62865
H 3.17752 -2.55600 -0.25755
H -4.11996 2.48893 0.01688
H -4.55933 1.23562 1.69373
H 4.86398 -0.77344 -0.52503
H -3.83677 0.37714 -2.04968
H 1.77175 2.13505 0.24621
H -2.14879 1.52315 3.37095
H -4.05104 0.23317 3.06902
H -5.09663 0.75787 -0.89007
H -3.23395 -1.41186 1.76622
H -1.19459 2.51056 -0.67665
*
```

The molecule C6H10O, computed with wB97M-V/def2-TZVPD.

The value obtained for the LUMO energy is 1.105 eV. Its largest force on an atom is 0.36 eV/A. Its SMILES is OCCCC1C=C1. Its relative energy (zero: lowest compared OMol25 entry of this formula, charge and spin) is 57.4 kcal per mole. As for the gap between HOMO and LUMO: 0.3946 Ha. As for the total energy: -8428.752 eV.

ORCA input file:
```
! wB97M-V def2-TZVPD RIJCOSX def2/J DEFGRID3
* xyz 0 1
O 0.43483 -1.19847 1.71151
C -2.17722 0.81877 -0.06857
C -1.75193 -0.30438 -0.55037
C 1.48127 -0.02140 -0.18680
C -0.86540 0.88511 -0.80228
C 0.44862 1.10451 -0.05670
C 1.02800 -1.34814 0.43552
H -1.89710 -1.36164 -0.71691
H 1.89455 -1.99971 0.58539
H 2.40705 0.30281 0.30404
H -0.86743 1.30519 -1.81456
H 1.72432 -0.19835 -1.24420
H 0.24665 1.26157 1.01123
H 0.89854 2.03744 -0.41706
H -2.92598 1.37345 0.47682
H 0.34894 -1.87723 -0.24912
H -0.42769 -0.77953 1.58208
*
```

The molecule C2HN3O2S2, computed with wB97M-V/def2-TZVPD.

The value obtained for the LUMO energy (alpha / beta) is -2.286 / -2.286 eV. Its largest force on an atom is 8.18 eV/A. Its SMILES is O=[N+]([O-])c1n[nH]c(=S)s1. Its relative energy (zero: lowest compared OMol25 entry of this formula, charge and spin) is 0.0 kcal per mole. As for the gap between HOMO and LUMO (alpha / beta): 0.2461 / 0.2415 Ha. As for the total energy: -32319.961 eV.

ORCA input file:
```
! wB97M-V def2-TZVPD RIJCOSX def2/J DEFGRID3
* xyz 0 1
S -2.35928 -1.61450 -1.84397
S -0.60822 0.89804 -1.03096
O 2.00801 1.36544 1.67164
O 1.08500 2.77747 0.34219
N -0.48000 -1.48743 -0.06839
N 0.37734 -0.89722 0.72972
N 1.22165 1.65846 0.80690
C 0.37224 0.66382 0.36039
C -1.15574 -0.84644 -1.01416
H -0.46100 -2.51763 0.04663
*
```

C2H9N5 as an isolated structure, computed with wB97M-V/def2-TZVPD.

The value obtained for the LUMO energy is -9.938 eV. Its largest force on an atom is 4.72 eV/A. Its relative energy (zero: lowest compared OMol25 entry of this formula, charge and spin) is 100.1 kcal per mole. As for the gap between HOMO and LUMO: 0.3835 Ha. As for the total energy: -9649.210 eV.

ORCA input file:
```
! wB97M-V def2-TZVPD RIJCOSX def2/J DEFGRID3
* xyz 2 1
N -0.43404 1.66712 -0.70081
N -0.56516 -0.31115 1.11558
N 1.68222 -1.12352 -1.63073
N 0.18171 -1.01541 0.47769
N 0.50430 0.93100 -1.45218
C 0.88739 -0.26171 -1.12233
C -1.13659 -0.76245 2.32011
H -0.05363 2.58948 -0.47250
H -2.23085 -0.68409 2.26758
H -1.28290 1.82669 -1.25168
H -0.79641 0.66425 0.75346
H 1.83834 -2.02137 -1.17638
H -0.83459 -1.78782 2.54352
H 2.18902 -0.97336 -2.50647
H 0.89475 1.35740 -2.30646
H -0.84356 -0.09505 3.14161
*
```

A 3-piece molecular cluster, C19H26F2O3SSi overall, computed with wB97M-V/def2-TZVPD.

The value obtained for the LUMO energy is 0.518 eV. Its largest force on an atom is 0.59 eV/A. As for the gap between HOMO and LUMO: 0.3509 Ha. As for the total energy: -50414.748 eV.

ORCA input file:
```
! wB97M-V def2-TZVPD RIJCOSX def2/J DEFGRID3
* xyz 0 1
S -1.19976 0.84805 2.30796
Si -5.23973 2.14130 2.49438
F 5.17645 -2.02668 -1.56117
F 7.00526 -3.81889 -8.14978
O -0.78196 2.41825 2.12012
O -2.78337 1.02682 1.98833
O -0.65462 0.19018 1.15320
C -3.04433 1.71031 4.41642
C -4.88607 2.95381 0.84670
C 3.90085 -2.29020 -1.18777
C -3.69102 1.18287 3.11972
C 3.36198 -3.52384 -1.48697
C 6.72483 -3.20749 -6.97911
C 6.37490 -3.98085 -5.89126
C -5.88532 3.36461 3.76269
C 1.88117 -1.58265 -0.14654
C 6.50701 -1.21109 -5.70511
C -1.95935 2.81237 4.27466
C -6.57805 0.85943 2.20041
C 3.18924 -1.31263 -0.52400
C 6.09050 -3.34561 -4.69081
C 6.15190 -1.96296 -4.59288
C 6.79921 -1.83133 -6.91163
C 1.31482 -2.81721 -0.43394
C -1.65367 3.29318 2.86762
C 2.05462 -3.78376 -1.10078
H 3.95504 -4.26067 -2.01150
H -5.78734 3.03851 4.79712
H 3.65520 -0.36035 -0.30913
H 7.08139 -1.26491 -7.78877
H -6.27411 0.15728 1.42365
H -6.95592 3.48186 3.57001
H 5.82207 -3.93508 -3.82435
H -5.44288 4.35567 3.64342
H -3.83049 2.06736 5.07975
H -4.06740 0.17980 3.34884
H 0.29482 -3.02228 -0.13807
H 6.55542 -0.13246 -5.63539
H 1.30059 -0.83029 0.36799
H -5.80823 3.37036 0.43467
H 5.93047 -1.47597 -3.65691
H -2.27230 3.69526 4.83726
H -4.15492 3.76040 0.89172
H -1.12091 4.24153 2.91921
H -7.50253 1.36204 1.91268
H -6.78157 0.29638 3.11455
H -2.59011 0.86502 4.93918
H -1.03971 2.47211 4.75233
H -2.56068 3.45448 2.28954
H 1.61449 -4.74667 -1.32391
H -4.52483 2.18163 0.16568
H 6.32892 -5.05698 -5.99000
*
```